Molecular formula: C22H42BF2N4O11S2
Method: DFT, ωB97M-V/def2-TZVPD

Geometry as XYZ:
```
84
Properties=species:S:1:pos:R:3:forces:R:3
H -1.32687 3.65693 3.36120 2.151 -0.927 -0.694
C 4.16567 6.39829 -6.88856 -0.602 0.924 -0.829
H -2.48858 -1.98666 1.83001 1.354 0.553 -1.743
C -1.09097 0.73379 1.97410 0.379 0.541 -2.762
H -0.59878 -1.94270 -1.63715 -0.237 2.717 -0.702
C 1.09831 3.74632 5.44290 -0.187 0.231 0.536
C -0.50868 -2.83180 1.01582 0.243 -6.218 -0.611
C 1.72516 -2.28149 -0.01947 0.678 0.751 -0.419
N 0.54281 4.89124 -1.34665 0.220 -3.162 1.583
H 0.91032 -2.51589 3.45491 0.973 -0.360 -2.308
C -1.88482 -6.56418 -0.34004 0.164 -0.153 -0.497
B 0.87571 4.03599 -0.13777 2.218 2.502 0.538
O 3.45706 5.76890 -3.77080 -0.227 -0.784 -0.616
H -0.45063 2.12997 5.01199 1.865 0.902 -1.278
O -1.04729 -0.86764 3.97381 -4.330 6.871 -3.346
H -2.21253 -6.26684 1.75474 -0.142 -0.337 0.033
C -0.40938 2.25211 1.80781 -0.024 -2.947 -3.373
C -2.42854 -0.91282 -2.54290 -0.005 -0.862 -0.401
O 1.44073 1.58999 4.05961 -1.386 0.214 1.418
F -2.63969 -0.24667 -3.85365 0.696 -1.266 3.193
C 5.10463 3.76503 -4.14667 0.142 0.079 -0.111
H 5.92646 4.37593 -3.76849 -0.154 -0.042 -0.078
O 2.88184 4.02550 -5.51599 0.348 0.860 0.700
H -2.88342 -6.27688 -0.68441 0.076 -0.012 0.112
C 3.71215 7.73805 -6.34005 -0.208 0.112 0.285
H 4.91221 6.56707 -7.67143 0.065 -0.302 0.293
H 1.92198 3.23745 6.13810 -1.795 0.961 -1.782
H 1.76326 -1.18612 -0.49242 -0.106 -2.410 0.642
C 0.12286 2.60391 0.26175 -1.230 -2.017 1.646
H 2.83086 -2.49771 0.34062 -2.388 0.178 -0.886
H -2.67755 -2.06493 -2.69314 0.530 2.557 0.043
H -4.54160 3.18820 2.63265 1.169 -0.826 -0.227
H -0.14688 -0.52714 -2.90827 -1.367 -0.722 1.754
N -0.04442 1.61752 -0.91327 -2.236 -2.631 4.655
H 1.57918 4.66212 4.89196 -0.838 -1.873 0.942
C -0.23752 3.29732 3.06226 -0.141 0.200 0.287
H 2.89369 7.61296 -5.62481 0.082 0.028 -0.116
S -2.58866 -9.60101 0.70634 -0.212 0.129 0.063
H 1.46197 0.90468 4.80710 -0.183 1.635 -1.548
N -3.65698 2.63862 2.56513 -0.134 -1.692 -0.405
H -0.95454 -7.45069 1.40675 -0.159 -0.112 -0.022
H 3.35991 8.38697 -7.14696 0.093 -0.120 0.045
H -3.88103 0.44457 2.12081 0.402 1.442 2.033
C 1.54315 -2.63980 2.47123 1.532 0.049 0.668
H 0.37260 4.26683 2.82078 -1.054 -2.107 -0.215
H -1.51454 -7.33124 -1.02678 -0.087 0.057 0.097
C -1.93542 -7.08619 1.08349 0.736 0.856 -0.321
F 0.39314 1.93478 -2.18395 -0.461 -0.214 1.705
C 0.44397 2.63441 4.41126 -0.700 -0.589 1.288
C -0.66363 0.24024 -0.75566 -0.389 -0.160 1.952
C -3.83852 1.20310 3.03078 -2.414 1.096 -0.647
O -1.35315 -10.04767 1.31349 -0.763 0.520 -0.785
O 1.98332 4.53251 0.74769 -1.894 -0.482 -3.235
H 2.47146 5.30028 0.28274 -1.382 -1.623 1.063
O -2.92390 -8.09540 1.23013 -0.315 -1.273 0.029
H 5.44847 3.09580 -4.93732 -0.090 0.148 0.082
O -0.62867 -4.17521 0.93339 0.393 8.808 0.778
H -3.92467 -11.47227 1.21463 0.141 0.183 -0.062
H -3.81762 -10.33345 2.59081 0.032 0.023 -0.183
C -3.94264 -10.42126 1.51011 -0.078 0.168 0.099
H 2.48922 -1.92644 2.60932 -2.111 -1.445 -0.365
H 4.66430 3.18734 -3.33143 -0.070 0.146 -0.131
H -3.18119 -0.49872 -1.74820 1.474 -0.409 -1.727
H 1.97330 -3.71993 2.33843 -0.997 1.815 0.478
H 4.52972 8.23850 -5.81142 -0.066 -0.070 -0.171
H 1.35536 4.77237 -1.99774 -1.135 0.676 0.247
C -0.84243 -0.83985 -2.02011 -0.487 0.787 0.165
C -1.68637 0.17233 3.43159 2.433 -3.867 2.425
H 3.33257 5.85609 -7.34839 0.116 -0.080 0.164
H -0.35067 4.53455 -1.75079 1.252 0.591 -0.200
H -1.22085 -5.69792 -0.41082 -0.202 -0.298 0.063
H 1.35051 -3.08621 -0.80907 0.950 1.668 1.742
H -3.24565 2.66865 1.59895 -0.863 0.089 1.387
H -2.52456 -2.15619 -0.04706 1.544 0.585 1.672
C -1.85118 -1.84679 0.85858 1.576 0.534 0.104
O -2.85485 0.80910 4.06170 2.798 -1.770 -3.314
S 3.84856 4.83376 -4.80410 0.766 0.203 -0.683
N 0.84581 -2.18608 1.20775 -1.746 -0.990 0.098
O -2.80588 -9.65417 -0.72385 0.524 0.024 1.147
H -4.87772 -9.95973 1.18728 0.178 -0.037 0.006
O 4.78853 5.61135 -5.88364 -0.249 -1.187 1.282
H -4.90128 1.16687 3.57014 2.585 -0.183 -1.001
H 0.28256 4.17387 6.20093 1.611 -0.954 -1.854
C -1.21856 -0.30647 0.70765 1.358 4.100 0.104
```
Forces are in eV/Å.

Values from the calculation:
Kohn-Sham gap, eV: 6.6
Largest force on an atom, Eh/bohr: 0.1721
Net charge: +1

Atomic partial charges in e from the Mulliken method, atoms 1 to 2: 0.2967 -0.3175

=====

Molecular formula: C22H42Br36O5
Method: DFT, ωB97M-V/def2-TZVPD

Geometry as XYZ:
```
105
Properties=species:S:1:pos:R:3:forces:R:3
C 13.64402 12.49949 8.54208 0.357 0.082 -0.845
H 10.82911 12.60185 13.37990 0.194 -0.276 0.243
Br 14.08755 20.09834 13.32071 0.051 -0.195 0.277
Br 14.00979 12.07476 21.91577 -0.289 1.721 -0.181
H 17.10341 15.15149 11.09664 -0.764 -0.172 -0.253
Br 11.84770 21.82422 11.93217 -0.556 0.220 -0.073
H 17.90195 12.15542 13.84549 -0.285 0.071 0.402
Br 7.84042 20.91246 16.87905 -0.282 -0.259 0.294
Br 16.49726 10.97043 16.41035 -0.503 0.191 -1.529
Br 15.71480 16.55124 14.12183 0.052 0.361 0.289
Br 19.67305 13.43318 16.63421 -0.516 0.152 0.132
C 21.52103 13.00688 16.50530 0.474 1.066 -0.549
H 18.48662 18.46643 10.09492 0.577 0.858 0.191
H 7.80955 13.37199 14.55050 0.138 0.075 0.648
H 19.66581 10.88460 13.04328 -0.180 0.091 -0.395
H 13.80932 8.86987 18.59166 -0.655 0.071 0.221
C 13.66926 21.32576 11.90131 0.510 -0.447 0.217
Br 11.36254 18.07417 11.38035 0.004 0.771 0.080
H 13.13123 12.78174 9.42557 -0.578 0.173 0.875
C 14.12974 10.24568 22.15091 1.652 -0.430 1.218
O 9.37576 16.36164 14.78082 -1.602 0.837 0.497
Br 18.55418 10.01851 18.45443 0.966 -1.102 0.377
H 18.68170 16.82087 9.41288 -0.698 0.711 0.805
H 7.00700 14.85731 14.90088 -0.338 0.489 -0.274
H 19.10722 18.78789 18.44763 -1.238 0.025 -1.636
C 17.95442 12.17440 12.76280 1.978 -2.037 0.700
C 11.19244 12.80049 19.63649 -0.355 0.532 1.288
H 20.15662 12.52578 12.85543 -0.321 0.106 -0.385
Br 18.27886 20.31308 16.51424 0.392 -0.262 0.076
Br 22.33070 14.05479 15.01662 -0.177 -0.181 0.680
H 12.03280 6.75373 19.84304 -1.008 0.130 0.424
H 13.86334 20.76024 11.00438 -0.032 0.170 -0.256
C 17.74947 16.13816 20.89871 0.223 -0.008 1.087
Br 14.85391 22.83046 11.96341 0.039 0.169 -0.133
H 15.08757 17.22506 16.53913 0.516 -0.581 -0.599
Br 10.37605 22.19397 18.37052 -0.026 -0.149 -0.038
H 13.35665 9.80828 21.56527 -0.666 -0.830 0.236
C 12.00508 16.29705 11.38884 -0.429 -0.310 -0.830
H 12.06719 8.42032 18.14843 0.016 0.593 -0.281
Br 10.82492 15.26235 10.16542 0.779 0.095 -0.041
Br 12.91781 12.82443 12.13846 0.439 0.169 -0.804
H 19.62199 11.59246 11.40032 0.087 0.096 -0.111
H 10.04198 14.53152 14.49509 -0.246 -0.211 -0.429
C 15.15424 12.58963 8.79154 0.527 -0.158 -0.960
Br 11.04853 18.02844 18.83206 -0.092 0.076 -1.151
O 11.89895 8.76501 20.67986 0.287 -0.491 -0.794
H 11.64185 19.61781 20.66883 -0.958 -1.658 0.040
C 18.24000 18.76939 17.68935 1.164 0.635 1.316
H 18.14612 16.62187 11.86241 0.300 0.127 0.902
Br 16.66457 18.91341 18.75162 -0.679 0.108 0.641
C 11.84338 12.26191 13.59967 -0.582 -0.171 -1.219
O 15.51186 13.42150 9.90149 0.114 -1.817 0.078
Br 14.23622 9.81422 24.06930 -0.927 -0.063 -0.360
Br 19.01851 15.47788 19.66411 0.431 -0.223 -0.077
H 11.70747 15.86220 12.30464 0.187 -0.276 1.052
C 12.57427 7.67558 20.02029 1.822 0.313 1.482
H 17.13368 17.70877 9.26010 0.646 0.027 0.339
O 17.51028 13.38485 12.29918 -1.730 0.780 -2.303
C 9.57308 21.69648 16.69427 -0.279 0.889 -0.601
Br 12.52416 13.78136 18.68181 0.064 0.018 0.019
C 14.86556 16.39956 15.84054 -0.788 1.107 -0.112
Br 16.76871 12.35514 19.15677 -0.418 1.014 0.501
C 17.99005 17.53764 9.95576 0.068 -0.962 -2.241
H 8.49878 16.82082 14.90985 1.480 -0.578 -0.218
C 16.83126 10.70953 18.23265 0.226 0.835 -0.139
H 15.55008 11.60364 9.02339 0.166 0.009 0.007
H 21.99394 13.36871 17.43924 -0.086 -0.740 -0.733
H 11.22960 8.36965 21.20755 -1.010 -0.197 0.921
H 15.67916 12.97609 7.85848 -0.515 -0.568 1.042
Br 15.84052 9.62614 21.52591 0.321 -0.417 -0.765
O 16.56404 15.90905 10.80365 0.452 -0.865 0.860
C 19.44347 11.79085 12.45278 -0.592 0.158 0.840
C 12.97631 8.15401 18.66818 1.344 -2.043 -0.993
C 11.00237 18.66863 20.60031 2.409 0.379 0.501
H 13.42006 7.34640 20.72347 -0.682 0.521 -1.212
Br 11.90713 10.37538 13.75270 -0.358 -0.963 -0.051
H 13.33896 7.20418 18.16297 -0.165 1.119 0.174
Br 15.99756 15.57471 20.47632 -0.704 -0.427 0.013
H 16.81645 17.81511 11.56935 -0.739 0.283 1.117
H 15.27864 14.29816 9.67608 -0.311 1.702 -0.156
C 17.38691 16.99254 11.20591 0.479 0.022 -1.638
H 8.11785 14.33299 16.11382 0.204 -0.461 -0.275
Br 9.89941 14.03042 20.53503 0.729 -0.457 -0.273
Br 11.83268 17.20558 21.66926 0.038 0.768 0.095
Br 12.51312 13.02882 15.12089 0.300 0.881 1.913
H 16.84125 13.13438 11.59306 0.911 0.970 0.979
H 13.22702 11.53468 8.20516 0.637 0.200 0.203
C 9.09427 15.04865 14.30126 -0.102 0.582 -0.281
Br 21.74252 11.16760 16.07443 0.224 -0.293 0.417
H 17.32986 11.36283 12.38328 -0.089 -0.092 0.089
H 9.37708 22.62335 16.13906 0.318 -0.379 0.403
Br 13.92133 16.18704 11.18739 -1.012 -0.110 -0.456
Br 12.93417 16.57541 15.67359 -0.196 0.192 -0.190
H 13.38403 13.22229 7.78004 -0.272 0.249 -0.188
Br 18.17072 17.13451 16.75818 0.391 -0.304 -0.706
Br 10.69370 20.63041 15.58261 0.331 -0.212 -0.025
H 17.69212 17.20807 20.83095 0.355 0.293 0.110
Br 10.20489 11.59256 18.59407 -0.244 -0.566 -0.728
H 16.03594 10.10812 18.58257 -0.311 -0.855 0.658
H 11.68234 12.21722 20.42758 -0.200 0.482 -0.341
Br 15.29522 14.73426 16.56435 0.472 -0.938 0.840
Br 9.29701 18.99798 21.22739 -1.336 0.460 0.436
C 7.95315 14.35513 15.02992 0.262 -0.191 -0.244
Br 18.28710 15.69121 22.75668 -0.345 0.206 -0.765
H 8.85490 15.14600 13.21239 0.365 -0.507 0.590
```
Forces are in eV/Å.

Values from the calculation:
Kohn-Sham gap, eV: 9.5
Largest force on an atom, Eh/bohr: 0.0580

Atomic partial charges in e from the Mulliken method, atoms 1 to 2: -0.7352 0.2840

=====

Molecular formula: C22H42CeNP3SSe
Method: DFT, ωB97M-V/def2-TZVPD

Geometry as XYZ:
```
71
Properties=species:S:1:pos:R:3:forces:R:3
H 7.17690 -1.78236 2.96057 0.213 0.938 0.292
H -1.72176 -0.15895 -3.05256 -0.349 0.087 0.248
C 0.96673 3.62655 0.21724 0.049 -0.137 0.039
H -0.45483 1.60128 -3.50935 0.304 0.041 0.139
S 0.05754 -0.10936 3.45778 0.994 0.332 -0.269
H 5.59840 -2.09443 2.05271 -0.040 -0.441 -0.214
H -2.88622 -2.40820 -1.37431 0.304 0.067 0.137
C 6.45650 0.22537 2.42008 1.460 -0.875 -0.120
C -4.27500 -1.31730 3.80986 -0.188 0.177 -0.338
C -1.08291 2.91903 2.05057 0.166 -0.008 0.446
C 5.10440 -2.68671 1.29123 -0.652 0.035 0.353
C 7.39726 -0.75912 2.59854 -1.143 1.034 -0.211
C 0.60623 1.67698 -3.24223 -0.331 0.374 0.153
H -2.21992 1.18007 4.45863 -0.102 -0.323 -0.005
H 5.38772 0.25610 2.76896 1.205 -0.533 -0.425
C -3.32869 -2.23735 3.33541 0.255 0.215 0.680
H -3.16166 0.97204 0.74501 -0.048 -0.200 -0.116
C 3.00477 -3.34515 0.27380 -0.018 -0.093 0.338
H -0.93533 4.00815 2.13444 -0.262 -0.377 0.158
C -1.66065 3.21075 -0.65631 -0.091 -0.235 -0.390
H 1.45545 -1.01715 -4.23554 -0.248 0.078 0.384
H -2.15175 2.67018 2.13112 0.288 0.144 -0.164
H -1.23261 -2.56480 2.89324 -0.121 -0.012 0.227
C 2.98360 0.43278 -2.49375 0.094 0.005 0.250
H 8.46649 -0.58013 2.35134 -1.027 -0.085 -0.064
C 3.71496 -2.78077 1.34894 1.364 0.837 0.081
H -2.34641 1.28827 -2.23273 -0.078 -0.339 -0.052
H -4.52670 0.75725 4.43702 0.159 -0.314 0.237
H -4.00815 -0.40440 -0.03188 0.261 0.117 0.129
C -2.32150 0.19345 -2.20553 0.338 0.366 -0.055
P -1.63071 -0.42626 -0.61004 -1.090 -1.042 0.151
H 1.26586 3.69127 -0.84225 -0.162 0.106 0.437
H 0.60779 4.60057 0.59360 0.404 -0.287 -0.280
H 6.80365 1.10760 1.85489 -0.321 -0.223 0.731
C -1.97705 -1.89664 3.31440 -0.559 -0.047 -0.404
P 1.16286 0.28443 -2.18378 1.063 0.122 -1.533
H 1.85254 3.31853 0.79411 -0.135 0.246 -0.031
C 0.83469 -1.12487 -3.33078 -0.203 -0.499 0.303
H -1.71154 4.27612 -0.37809 -0.019 -0.380 -0.117
C 5.82730 -3.28068 0.23571 -0.222 0.148 0.108
H 3.19066 0.23177 -3.55898 -0.102 0.154 0.421
H 1.18318 1.67045 -4.17788 -0.066 -0.081 0.303
H 1.10126 -2.06745 -2.83033 -0.031 0.189 -0.219
H 6.91836 -3.22333 0.14119 -0.477 0.155 0.359
H -2.97148 -0.66363 1.39764 -0.063 0.133 -0.219
H 3.19362 -4.57030 -1.50563 0.039 0.013 -0.070
C 5.13677 -3.97956 -0.75684 -0.866 -0.172 -0.104
C -1.91430 -2.22744 -0.89330 0.342 0.083 0.079
P -0.41210 2.42364 0.42145 0.033 1.016 0.114
H -3.35017 -0.18704 -2.30147 0.385 0.064 0.065
Ce 1.17971 -0.01764 0.83048 -2.715 -0.273 0.236
H -1.87852 -2.74530 0.07216 -0.074 -0.009 -0.158
H -3.65943 -3.21232 2.99294 0.093 0.049 0.049
C -1.55881 -0.61718 3.67816 -1.390 0.047 0.325
H -5.34262 -1.54165 3.81425 0.371 0.036 0.017
H 0.77797 2.63703 -2.73721 -0.036 -0.211 -0.222
N -2.51712 0.23977 4.19378 0.113 -0.677 -1.037
C 3.73619 -4.03816 -0.73572 0.330 0.136 -0.209
C -3.85579 -0.06146 4.18163 0.781 0.118 0.208
H 5.72685 -4.44929 -1.54574 -0.463 -0.012 0.145
H 3.49724 -0.33051 -1.89061 0.111 0.301 -0.216
H 3.36065 1.44356 -2.24439 -0.143 -0.538 -0.001
Se 1.16810 -3.00841 0.31434 0.279 -0.197 -0.738
H 3.15234 -2.33891 2.18270 0.382 -0.211 -0.243
H -1.09727 -2.62758 -1.50870 -0.371 0.006 0.039
H -0.55913 2.39367 2.86497 -0.130 0.456 -0.306
H -2.64667 2.74620 -0.53239 0.226 0.217 0.055
C -3.08578 -0.08805 0.47594 0.216 0.147 0.125
H -0.21904 -1.19613 -3.63642 0.426 0.031 0.130
H 2.88668 -0.44377 0.31814 1.316 -0.196 -0.423
H -1.37819 3.11569 -1.71199 -0.029 0.204 0.267
```
Forces are in eV/Å.

Values from the calculation:
Kohn-Sham gap (spin up / spin down), eV: 6.7 / 4.5
Energy above the lowest of the compared OMol25 structures with the same formula, charge and spin, eV: 0.4727
2S+1: 2
Largest force on an atom, Eh/bohr: 0.0533
Net charge: +3
⟨S²⟩: 1.17

Atomic partial charges in e from the Mulliken method, atoms 1 to 2: 0.3953 0.3597